--- i ---
One molecule with the formula C3H4O3. Source: the Open Molecules 2025 dataset; level of theory: ωB97M-V/def2-TZVPD.

Last column: Löwdin charge in e.
CARTESIAN COORDINATES (ANGSTROEM)
C (0.40, 1.69, -0.01)  -0.03
O (0.20, 0.43, 0.65)  -0.02
C (-0.20, -0.55, -0.16)  -0.46
O (-0.36, -0.48, -1.35)  0.12
C (-0.40, -1.89, 0.57)  -0.11
O (-0.06, -2.09, 1.72)  0.08
H (0.69, 2.39, 0.78)  0.10
H (1.19, 1.61, -0.75)  0.10
H (-0.52, 2.02, -0.49)  0.10
H (-0.66, -2.82, 0.05)  0.13

HOMO = -10.328 eV
SMILES string = COC(=O)C=O
frontier orbital gap = 10.052 eV

---

--- ii ---
One molecule with the formula C3H4O3. Source: the Open Molecules 2025 dataset; level of theory: ωB97M-V/def2-TZVPD.

Last column: Löwdin charge in e.
CARTESIAN COORDINATES (ANGSTROEM)
O (-1.48, -1.18, -0.59)  0.07
C (-1.27, -0.04, -0.27)  -0.24
C (0.02, 0.70, -0.66)  -0.12
O (1.16, -0.13, -0.39)  -0.01
C (1.14, -0.66, 0.83)  -0.32
O (0.29, -0.41, 1.66)  0.08
H (-1.98, 0.55, 0.35)  0.13
H (0.05, 0.88, -1.74)  0.14
H (0.11, 1.64, -0.12)  0.13
H (1.97, -1.36, 0.98)  0.15

HOMO = -10.180 eV
SMILES string = O=CCOC=O
frontier orbital gap = 11.046 eV

---

--- iii ---
One molecule with the formula C3H4O3. Source: the Open Molecules 2025 dataset; level of theory: ωB97M-V/def2-TZVPD.

Last column: Löwdin charge in e.
CARTESIAN COORDINATES (ANGSTROEM)
O (-0.86, 1.85, -0.59)  0.07
C (-0.21, 0.91, -0.99)  -0.20
C (-0.06, -0.40, -0.24)  -0.32
O (1.20, -0.97, -0.46)  0.00
C (-0.41, -0.27, 1.25)  -0.18
O (-0.37, -1.21, 2.00)  0.08
H (0.32, 0.93, -1.96)  0.14
H (-0.79, -1.11, -0.67)  0.17
H (1.86, -0.47, 0.05)  0.11
H (-0.68, 0.75, 1.60)  0.13

HOMO = -9.943 eV
SMILES string = O=CC(O)C=O
frontier orbital gap = 10.011 eV

---

--- iv ---
A 2-piece molecular cluster, C3H4O3 overall. Source: the Open Molecules 2025 dataset; level of theory: ωB97M-V/def2-TZVPD.

Last column: Löwdin charge in e.
CARTESIAN COORDINATES (ANGSTROEM)
O (-0.67, 1.16, -1.97)  0.14
C (-0.21, 0.61, -1.01)  -0.49
C (-0.30, 0.95, 0.45)  -0.08
O (0.59, 0.15, 1.09)  -0.06
C (0.86, -0.96, 0.22)  -0.16
O (0.55, -0.53, -1.08)  0.06
H (-1.68, 0.36, 0.56)  0.21
H (-1.28, 1.27, 0.94)  0.10
H (0.21, -1.80, 0.51)  0.14
H (1.91, -1.22, 0.29)  0.14

HOMO = -9.758 eV
frontier orbital gap = 9.957 eV

---

Computed relative energies in units of kcal/mol: i 3.2; ii 0.0; iii 15.5; iv 69.6

---

--- i ---
A 2-piece molecular cluster, C2H10NS2 overall. Source: the Open Molecules 2025 dataset; level of theory: ωB97M-V/def2-TZVPD.

Last column: Löwdin charge in e.
CARTESIAN COORDINATES (ANGSTROEM)
C (-0.48, 0.44, 0.83)  -0.23
C (-0.12, 1.24, -0.40)  -0.58
S (-1.61, 1.75, -1.31)  0.76
N (0.81, -0.12, 1.44)  0.20
H (-1.08, -0.43, 0.59)  0.11
H (-0.99, 0.98, 1.62)  0.14
H (0.51, 0.63, -1.05)  0.08
H (0.45, 2.13, -0.12)  0.09
H (-0.89, 2.41, -2.24)  -0.12
H (0.63, -0.54, 2.35)  0.18
H (1.51, 0.62, 1.53)  0.17
H (1.19, -0.85, 0.82)  0.14
S (-0.22, -3.17, -0.92)  0.52
H (-0.20, -3.06, -2.26)  -0.18
H (0.50, -2.03, -0.89)  -0.27

total charge = +1
HOMO = -13.055 eV
frontier orbital gap = 9.112 eV

---

--- ii ---
A 2-piece molecular cluster, C2H10NS2 overall. Source: the Open Molecules 2025 dataset; level of theory: ωB97M-V/def2-TZVPD.

Last column: Löwdin charge in e.
CARTESIAN COORDINATES (ANGSTROEM)
C (-0.39, 1.92, 1.25)  -0.01
N (0.61, 1.77, 0.15)  0.11
H (-0.55, 0.95, 1.71)  0.10
H (-0.03, 2.63, 1.98)  0.10
H (-1.33, 2.26, 0.82)  0.11
H (0.39, 0.93, -0.42)  -0.01
H (1.56, 1.65, 0.51)  0.16
H (0.62, 2.58, -0.47)  0.17
C (-0.99, -2.45, -0.95)  -0.43
S (-0.01, -1.01, -1.42)  0.39
S (1.92, -1.56, -0.94)  0.37
H (-0.67, -3.30, -1.53)  0.04
H (-2.03, -2.22, -1.19)  0.04
H (-0.89, -2.65, 0.11)  0.04
H (1.80, -1.49, 0.40)  -0.19

total charge = +1
HOMO = -13.033 eV
frontier orbital gap = 9.523 eV

---

Computed relative energies in units of kcal/mol: i 16.7; ii 0.0

---

--- i ---
A 2-piece molecular cluster, CH4N2 overall. Source: the Open Molecules 2025 dataset; level of theory: ωB97M-V/def2-TZVPD.

Last column: Löwdin charge in e.
CARTESIAN COORDINATES (ANGSTROEM)
N (0.53, 2.10, 0.94)  0.03
N (-0.05, 1.61, 1.71)  0.02
C (-0.11, -0.74, -0.52)  -0.08
H (0.99, -0.52, -0.33)  0.04
H (-0.53, -0.13, -1.30)  0.01
H (-0.68, -0.60, 0.37)  -0.02
H (-0.15, -1.73, -0.87)  -0.01

HOMO = -13.111 eV
SMILES string = N#N.C
frontier orbital gap = 14.519 eV

---

--- ii ---
One molecule with the formula CH4N2. Source: the Open Molecules 2025 dataset; level of theory: ωB97M-V/def2-TZVPD.

Last column: Löwdin charge in e.
CARTESIAN COORDINATES (ANGSTROEM)
C (-0.49, 1.06, -0.25)  -0.07
N (0.23, 0.29, 0.63)  -0.17
N (0.73, -0.92, 0.17)  -0.11
H (-1.10, 1.71, 0.36)  0.03
H (-0.62, 0.87, -1.34)  0.06
H (-0.03, -1.35, -0.44)  0.09
H (1.29, -1.66, 0.89)  0.17

HOMO = -8.549 eV
SMILES string = C=NN
frontier orbital gap = 9.483 eV

---

Computed relative energies in units of kcal/mol: i 0.0; ii 81.1

---

--- i ---
A 2-piece molecular cluster, CH5N4O2 overall. Source: the Open Molecules 2025 dataset; level of theory: ωB97M-V/def2-TZVPD.

Last column: Löwdin charge in e.
CARTESIAN COORDINATES (ANGSTROEM)
C (0.22, 0.36, 0.24)  -0.50
N (-0.90, -2.55, 0.17)  0.27
N (0.18, 0.39, 1.58)  0.17
N (-0.12, -0.69, -0.40)  -0.06
N (0.42, 1.56, -0.38)  0.16
O (-0.28, -0.72, -1.75)  -0.02
O (-1.22, -3.05, -0.73)  0.28
H (0.21, -0.38, 2.20)  0.10
H (0.70, 1.22, 2.01)  0.16
H (0.69, 2.31, 0.28)  0.12
H (1.09, 1.65, -1.20)  0.16
H (-1.00, -0.09, -2.03)  0.15

total charge = +1
HOMO (alpha / beta) = -13.932 / -13.933 eV
frontier orbital gap (alpha / beta) = 7.965 / 7.965 eV

---

--- ii ---
An isolated ion of composition CH5N4O2 and charge +1. Source: the Open Molecules 2025 dataset; level of theory: ωB97M-V/def2-TZVPD.

Last column: Löwdin charge in e.
CARTESIAN COORDINATES (ANGSTROEM)
N (1.01, -1.28, 0.00)  0.22
C (0.61, -0.02, 0.00)  -0.34
N (1.50, 0.93, 0.12)  0.26
N (-0.72, 0.36, 0.02)  -0.21
O (-1.07, 1.55, 0.07)  0.05
N (-1.60, -0.69, -0.04)  0.11
O (-2.86, -0.34, 0.03)  0.13
H (2.00, -1.60, -0.36)  0.22
H (0.21, -1.89, -0.02)  0.11
H (2.47, 0.49, -0.01)  0.19
H (1.37, 1.91, -0.04)  0.15
H (-2.93, 0.59, 0.25)  0.12

total charge = +1
HOMO (alpha / beta) = -14.430 / -14.613 eV
SMILES string = NC(=[NH2+])/[N+]([O-])=N/O
frontier orbital gap (alpha / beta) = 8.248 / 8.821 eV

---

Computed relative energies in units of kcal/mol: i 0.0; ii 4.0

---

--- i ---
An isolated ion of composition C3H8NOS and charge +1. Source: the Open Molecules 2025 dataset; level of theory: ωB97M-V/def2-TZVPD.

Last column: Löwdin charge in e.
CARTESIAN COORDINATES (ANGSTROEM)
N (-0.76, 0.69, 1.22)  0.22
C (0.10, -0.21, 0.32)  -0.28
C (-0.86, -1.33, -0.12)  -0.17
O (-1.97, -1.39, 0.33)  0.09
C (0.68, 0.62, -0.83)  -0.52
S (1.49, -0.40, -2.08)  0.80
H (-1.63, 0.17, 1.45)  0.15
H (-1.01, 1.56, 0.74)  0.17
H (-0.30, 0.94, 2.09)  0.18
H (0.81, -0.66, 1.01)  0.16
H (-0.50, -2.04, -0.87)  0.13
H (1.40, 1.35, -0.45)  0.09
H (-0.14, 1.15, -1.30)  0.09
H (2.69, -0.44, -1.49)  -0.11

total charge = +1
HOMO = -13.586 eV
SMILES string = [NH3+][C@@H](C=O)CS
frontier orbital gap = 9.630 eV

---

--- ii ---
An isolated ion of composition C3H8NOS and charge +1. Source: the Open Molecules 2025 dataset; level of theory: ωB97M-V/def2-TZVPD.

Last column: Löwdin charge in e.
CARTESIAN COORDINATES (ANGSTROEM)
N (-1.54, 0.30, -0.44)  0.22
C (-0.01, -0.16, -0.47)  -0.28
C (-0.06, -1.47, 0.33)  -0.18
O (-1.07, -1.86, 0.83)  0.11
C (0.71, 0.91, 0.32)  -0.49
S (2.48, 0.79, -0.17)  0.79
H (-2.03, -0.06, -1.26)  0.17
H (-1.92, -0.08, 0.44)  0.15
H (-1.55, 1.31, -0.47)  0.16
H (0.18, -0.26, -1.53)  0.15
H (0.92, -1.95, 0.44)  0.14
H (0.50, 1.90, -0.03)  0.07
H (0.48, 0.85, 1.38)  0.11
H (2.89, -0.22, 0.62)  -0.13

total charge = +1
HOMO = -13.624 eV
SMILES string = [NH3+][C@H](C=O)CS
frontier orbital gap = 9.712 eV

---

Computed relative energies in units of kcal/mol: i 0.0; ii 7.5

---

--- i ---
An isolated ion of composition C4H8IN2 and charge +1. Source: the Open Molecules 2025 dataset; level of theory: ωB97M-V/def2-TZVPD.

Last column: Löwdin charge in e.
CARTESIAN COORDINATES (ANGSTROEM)
C (-1.29, 0.98, -0.24)  -0.04
C (-0.15, 0.31, 0.53)  -0.36
C (0.16, -1.16, 0.07)  -0.11
N (1.60, -1.30, 0.16)  -0.01
C (2.30, -0.18, 0.24)  -0.74
I (4.29, 0.02, 0.11)  1.13
N (1.17, 0.92, 0.29)  0.03
H (-1.08, 1.17, -1.39)  0.14
H (-1.45, 1.90, 0.22)  0.04
H (-2.24, 0.33, -0.19)  0.12
H (-0.22, 0.32, 1.58)  0.13
H (-0.55, -1.91, 0.74)  0.19
H (-0.17, -1.38, -0.96)  0.13
H (2.11, -2.21, 0.38)  0.19
H (1.57, 1.84, 0.72)  0.18

total charge = +1
HOMO = -14.092 eV
SMILES string = C[C@H]1C[NH+]=C(I)N1
frontier orbital gap = 9.681 eV

---

--- ii ---
A 2-piece molecular cluster, C4H8IN2 overall. Source: the Open Molecules 2025 dataset; level of theory: ωB97M-V/def2-TZVPD.

Last column: Löwdin charge in e.
CARTESIAN COORDINATES (ANGSTROEM)
C (-1.94, -0.61, -1.00)  -0.08
C (-1.54, -0.58, 1.10)  -0.22
C (-0.82, 0.61, 0.51)  0.00
C (3.40, 1.17, 0.02)  -0.48
N (-1.18, 0.46, -0.81)  0.05
N (-2.14, -1.29, 0.06)  0.09
I (2.14, -0.63, -0.04)  0.73
H (-2.18, -0.92, -2.08)  0.20
H (-1.01, -1.29, 1.86)  0.18
H (-2.32, -0.04, 1.69)  0.16
H (3.87, 1.11, 0.94)  -0.05
H (2.79, 1.99, 0.04)  -0.05
H (4.29, 1.29, -0.80)  0.10
H (-0.75, 0.97, -1.53)  0.14
H (-2.61, -2.25, 0.05)  0.24

total charge = +1
HOMO = -12.560 eV
frontier orbital gap = 7.666 eV

---

Computed relative energies in units of kcal/mol: i 0.0; ii 41.3